Entry 1:
Density functional theory data (wB97M-V/def2-TZVPD) for C29H50F3FeGeN2OSi2Te as an isolated structure.

The geometry in XYZ format:
```
90
Properties=species:S:1:pos:R:3:forces:R:3:lowdin_spin:R:1
C -4.09505 0.60231 1.38684 -0.08 -0.19 -0.04 0.005
C 2.05168 0.23390 -2.69891 -0.02 0.02 -0.02 -0.001
H -5.33196 1.22881 3.08695 0.02 0.01 -0.01 0.000
C -1.29027 -3.15160 0.77916 0.05 0.03 -0.04 0.087
C -4.32372 1.37916 2.68859 0.01 0.00 0.01 0.001
H -6.10977 0.98294 0.59898 0.03 0.01 -0.01 0.000
H 0.47507 -5.10666 -1.12846 0.01 0.00 -0.04 0.002
C -1.78347 2.43723 -1.68118 -0.04 0.07 -0.04 -0.003
Te -0.25310 1.27824 1.70725 -0.01 0.25 -0.09 -0.013
C -2.08315 5.29642 -0.68186 -0.01 0.05 0.02 0.000
H -4.17531 2.44867 2.51378 0.00 -0.01 0.01 0.000
H 0.90921 -5.82705 -2.69126 -0.01 0.00 0.01 0.000
H 3.58894 -4.29554 -0.69301 0.00 0.01 -0.01 0.000
H -0.44322 3.94113 1.82917 -0.04 -0.01 0.01 0.000
C 2.52922 1.06662 4.45624 -0.01 -0.03 0.02 0.000
Si 2.43288 2.54671 3.30932 0.02 -0.02 0.00 0.001
H -0.69329 -2.73043 1.58045 -0.03 0.01 0.01 0.002
H -1.96959 2.85674 -2.67461 0.01 0.01 0.00 0.000
C -4.36160 -0.88651 1.63153 -0.02 -0.03 0.02 0.001
H 1.17321 -2.86584 -4.82898 0.01 0.00 0.01 0.000
H -4.88101 2.18351 0.13817 -0.01 -0.02 0.00 0.000
C 3.67209 -4.01811 -1.74522 0.02 0.01 0.01 0.000
H 1.18942 4.85652 -0.53402 -0.01 -0.03 -0.02 0.000
F -3.11157 -6.95426 0.90093 -0.01 0.00 0.01 0.016
H 5.04939 0.58067 -0.30399 -0.01 -0.01 0.00 0.000
H 1.55256 0.58501 4.54885 0.02 0.01 0.00 0.000
H 1.58799 4.02342 5.11056 0.01 0.01 -0.02 0.000
H 2.79682 -2.23140 -4.51261 -0.01 -0.01 0.00 0.000
F -3.71238 -6.74736 -1.18366 -0.01 0.01 -0.01 0.007
H 2.77293 2.03158 -3.62049 0.00 0.00 -0.01 0.000
H -0.36463 -4.59521 -2.58146 0.03 -0.01 0.01 0.002
H 0.31273 -1.64466 -1.97209 0.01 0.04 0.03 0.004
H -1.69089 6.09083 -0.04079 -0.01 -0.02 -0.02 0.000
H 1.13171 -2.12383 -0.50242 0.00 0.01 0.00 0.001
C 1.80473 1.97844 1.64906 0.00 -0.03 -0.02 0.003
Si -1.04777 3.73153 -0.55344 -0.06 -0.05 -0.09 -0.002
C -2.73146 -6.43729 -0.30312 0.01 -0.05 -0.01 0.057
N 5.65394 3.40576 -2.23991 0.04 0.05 -0.01 0.000
C 3.32377 -0.57656 -0.84106 0.03 0.02 0.02 -0.001
H 4.12077 4.20234 2.53036 0.01 -0.03 0.00 0.000
H -4.21587 -1.45409 0.70947 0.00 0.01 0.02 0.001
O -2.78861 0.80654 0.96726 0.19 0.36 -0.08 0.039
H 3.23607 0.32365 4.07576 -0.02 0.02 0.01 0.000
H 3.47182 -1.30120 -0.04848 0.01 0.01 0.00 0.000
H 4.06273 -4.87640 -2.29460 0.00 0.00 0.01 0.000
C 2.22604 -0.71922 -1.69343 -0.01 -0.03 0.01 -0.002
C -1.02993 3.22636 1.24419 0.13 0.04 0.16 -0.008
H 2.40764 1.13935 1.29134 -0.01 0.01 -0.02 0.000
H 2.57313 -3.94454 -4.89638 -0.01 0.01 0.00 0.000
H 4.38827 -3.19940 -1.83417 -0.01 -0.02 0.00 0.000
H -3.65292 -1.27066 2.36990 -0.01 0.01 -0.01 0.000
C -2.81998 -4.11004 -1.27960 0.03 -0.02 0.02 0.069
C 4.01627 1.41920 -1.98522 0.03 0.05 0.00 0.000
H -2.71914 2.04527 -1.27671 0.07 -0.01 0.00 -0.001
H -4.88377 0.58069 -0.62159 -0.01 0.01 0.01 0.000
C -2.43475 -2.80511 -1.21771 0.07 -0.02 0.03 0.116
H -2.04496 3.20391 1.64126 0.02 -0.03 -0.03 0.000
H 0.66563 4.48061 -2.18008 0.00 -0.01 0.04 0.000
C 4.20983 0.47556 -0.97951 0.02 -0.05 0.07 0.000
C -1.62468 -4.47043 0.79405 0.00 -0.01 -0.05 0.082
H 2.85679 1.36016 5.45725 0.00 -0.01 -0.03 0.000
H 1.86992 2.75693 0.88848 0.00 0.00 0.00 0.000
C 0.60682 -4.90453 -2.19285 0.02 0.00 0.00 0.003
H -3.11362 5.09709 -0.37485 0.02 0.01 -0.01 0.000
H -2.10413 5.67164 -1.70896 0.00 -0.01 0.03 0.000
C 1.31160 3.84548 4.06767 -0.01 0.03 0.01 0.000
C -2.42885 -5.01249 -0.25550 -0.01 0.06 0.04 0.257
N -1.66827 -2.26708 -0.20148 -0.06 0.05 -0.25 0.274
H -2.73781 -2.11566 -1.99799 -0.02 0.02 0.02 0.008
H 4.83045 2.59039 2.62527 -0.02 0.01 0.02 0.000
H -1.08236 1.60394 -1.80734 -0.01 -0.08 0.04 -0.004
H -1.28752 -5.09370 1.61277 -0.01 0.00 -0.01 0.004
C 0.69013 4.10480 -1.15229 0.03 0.08 -0.02 0.000
H -5.37907 -1.06382 1.99517 0.02 0.00 -0.01 0.000
C 4.92522 2.52379 -2.12547 -0.06 -0.07 0.01 0.000
C -5.06139 1.11875 0.31355 -0.02 0.00 -0.01 0.001
H -3.42651 -4.44444 -2.11111 0.00 0.00 0.01 0.002
H -3.59802 1.05168 3.43686 -0.01 0.00 0.00 0.000
C 4.15171 3.28614 3.12608 0.03 0.01 0.01 0.000
C 1.29431 -1.86896 -1.55092 0.01 0.00 -0.03 0.005
H 1.38918 4.79801 3.53619 -0.02 -0.02 0.00 0.000
H 0.26680 3.52691 4.04880 0.02 -0.01 0.02 0.000
C 2.13871 -3.09109 -4.37288 0.01 0.01 -0.01 0.000
H 1.29996 3.20003 -1.14714 0.04 -0.04 -0.03 0.000
Fe -1.43612 -0.23320 -0.07993 -0.28 -0.48 0.40 2.955
C 2.93010 1.29096 -2.84733 -0.06 0.02 -0.04 0.000
Ge 1.92558 -3.50032 -2.46798 -0.02 -0.05 -0.01 0.001
H 4.58355 3.53330 4.10016 0.00 0.00 -0.02 0.000
H 1.20097 0.14709 -3.36484 0.00 0.01 0.01 0.000
F -1.66682 -7.23809 -0.66882 0.01 0.00 -0.01 0.029
```
Forces are in eV/Å.

The multiplicity is 5. The value obtained for the LUMO energy (spin up / spin down) is 2.2 / 2.2 eV. The largest force on an atom is 0.68 eV/A. As for the energy above the lowest of the compared OMol25 structures with the same formula, charge and spin: 0.00 kJ/mol. As for the total charge: -1. For the frontier orbital gap (spin up / spin down), the calculation gives 4.57 / 5.47 eV. As for the expectation value of S²: 6.076.

Entry 2:
Density functional theory data (wB97M-V/def2-TZVPD) for a 2-piece molecular cluster, C2H5BrO2S overall.

The geometry in XYZ format:
```
11
Properties=species:S:1:pos:R:3:forces:R:3:mulliken_charge:R:1
C -2.09502 -0.20874 -0.10650 1.15 -0.27 -0.18 -0.983
H -2.65699 -0.18785 0.73798 -1.76 -0.13 2.15 0.301
S 2.72096 1.52334 0.07362 -1.81 1.63 2.01 -0.175
H -0.24909 0.21765 -1.88357 -1.03 0.36 0.39 0.307
H -2.50184 -0.17311 -1.05736 -0.93 0.47 -1.53 0.250
O -0.19999 -0.87044 1.11433 0.64 0.72 -1.00 -0.457
Br 3.25322 -0.51048 -0.04899 0.34 -1.43 0.06 0.004
H 0.71452 -0.55962 1.03480 0.16 -0.34 0.23 0.176
C -0.80742 -0.44245 -0.01628 -0.64 0.59 -1.16 0.826
O -0.01534 -0.29191 -1.11244 2.33 -1.49 1.03 -0.442
H 1.83700 1.50363 1.26441 1.56 -0.10 -2.02 0.193
```
Forces are in eV/Å.

The value obtained for the LUMO energy is -0.2 eV. The largest force on an atom is 3.16 eV/A. As for the energy above the lowest of the compared OMol25 structures with the same formula, charge and spin: 82.11 kJ/mol. For the frontier orbital gap, the calculation gives 8.41 eV.

Entry 3:
Density functional theory data (wB97M-V/def2-TZVPD) for a 2-piece molecular cluster, C3H4ClNS overall.

The geometry in XYZ format:
```
10
Properties=species:S:1:pos:R:3:forces:R:3:mulliken_charge:R:1
C 0.08931 -0.18912 -0.94380 0.33 -0.02 -0.51 -0.071
H 0.37855 0.43432 -1.79274 -0.14 -0.20 0.04 0.374
C -1.28436 -1.61147 0.06922 -2.22 1.52 3.94 -0.069
H 0.98882 0.90948 0.57901 -0.33 -0.46 0.62 0.291
C 0.92031 -0.15056 0.28070 -3.75 0.37 1.36 -0.498
N -0.94041 -0.91393 -1.00804 -0.05 1.84 -3.01 -0.373
H 1.86616 -0.48383 0.16143 3.06 -1.23 -0.58 0.358
Cl -1.76642 -3.19943 -0.32094 -0.35 -0.79 0.25 -0.110
S -0.05365 -1.38170 1.38364 1.13 0.82 -0.41 -0.104
H -2.72406 -0.68890 0.85429 2.32 -1.85 -1.71 0.200
```
Forces are in eV/Å.

The value obtained for the LUMO energy (spin up / spin down) is -0.6 / -0.6 eV. The largest force on an atom is 4.78 eV/A. As for the energy above the lowest of the compared OMol25 structures with the same formula, charge and spin: 332.08 kJ/mol. For the frontier orbital gap (spin up / spin down), the calculation gives 8.00 / 8.00 eV.